Entry 1:
86
Properties=species:S:1:pos:R:3 method="wB97M-V/def2-TZVPD" relative_energy_kcal_mol=4.6 homo_energy_ev="-11.208 / -11.258" total_charge=+2 molar_mass_g_mol=860.2 gap_ha="0.1177 / 0.1274"
Zr 1.128 0.412 -1.839
C 1.854 2.105 -3.192
C 0.583 2.429 -2.659
C -0.731 2.106 -3.328
C -0.842 0.751 -4.093
C -0.056 -0.390 -3.490
C 1.319 -0.679 -3.708
C 2.205 0.053 -4.692
C 2.061 1.589 -4.604
C -0.116 -2.557 2.322
H 2.774 2.584 -2.813
H 0.530 3.183 -1.851
H -1.066 2.950 -3.953
H -1.502 2.052 -2.547
H -1.896 0.438 -4.016
H -0.683 0.859 -5.179
H -0.687 -1.185 -3.067
H 1.649 -1.702 -3.486
H 2.070 -0.282 -5.729
H 3.244 -0.260 -4.475
H 2.995 1.996 -5.018
H 1.269 1.949 -5.276
H 0.951 -2.305 2.270
H -0.252 -3.577 2.713
H -0.645 -1.827 2.949
P -0.266 1.749 1.249
P -0.763 -2.570 0.669
C -0.631 0.437 -0.064
C -0.878 -0.982 -0.212
C -1.477 3.066 1.595
C -2.361 3.616 0.640
C -3.140 4.736 0.953
C -3.063 5.323 2.211
C -2.197 4.795 3.170
C -1.421 3.676 2.869
C 1.292 2.618 0.821
C 2.336 2.033 0.053
C 3.664 2.184 0.502
C 3.990 3.433 1.010
C 2.949 4.300 1.387
C 1.606 3.876 1.367
C -2.334 -3.467 0.715
C -3.384 -2.933 1.486
C -4.601 -3.610 1.577
C -4.776 -4.828 0.909
C -3.747 -5.358 0.131
C -2.524 -4.693 0.044
C 0.339 -3.585 -0.347
C 1.438 -4.274 0.180
C 2.366 -4.849 -0.689
C 2.176 -4.777 -2.071
C 1.024 -4.188 -2.591
C 0.081 -3.626 -1.729
H -1.451 0.980 -0.577
H -1.625 -1.183 -1.014
H -2.430 3.162 -0.342
H -3.815 5.161 0.205
H -3.669 6.198 2.455
H -2.124 5.251 4.163
H -0.759 3.267 3.636
H 2.227 2.029 -1.078
H 4.395 1.392 0.331
H 5.029 3.740 1.095
H 3.185 5.286 1.754
H 0.818 4.518 1.756
H -3.232 -1.995 2.024
H -5.409 -3.194 2.181
H -5.722 -5.357 0.978
H -3.880 -6.301 -0.405
H -1.708 -5.129 -0.527
H 1.564 -4.379 1.263
H 3.241 -5.355 -0.285
H 2.926 -5.183 -2.749
H 0.847 -4.158 -3.669
H -0.857 -3.236 -2.129
Cl -2.298 0.511 3.784
C -0.592 0.556 3.899
C 0.211 0.898 2.764
C 1.520 0.589 2.869
Cl 2.850 -0.861 -0.751
C 2.202 0.167 3.948
Cl 3.861 -0.267 3.872
C 1.451 0.085 5.174
Cl 2.242 -0.255 6.646
C 0.038 0.233 5.116
Cl -0.888 0.034 6.538

Entry 2:
127
Properties=species:S:1:pos:R:3 method="wB97M-V/def2-TZVPD" relative_energy_kcal_mol=0.0 homo_energy_ev=-2.844 total_charge=-2 molar_mass_g_mol=1140.3 gap_ha=0.2221
Rb -0.715 0.436 0.517
O -2.628 3.995 1.776
C -2.324 2.812 2.004
O -2.794 1.774 1.463
C -1.300 2.627 3.167
C -0.823 1.214 3.563
C -0.463 1.210 5.054
C 0.821 2.080 5.049
C 1.021 2.314 3.540
O 0.498 1.100 2.978
C 0.047 3.386 3.019
C 0.513 3.805 1.605
O 1.350 4.732 1.574
O 0.147 3.088 0.638
H -1.832 3.053 4.024
H -1.437 0.379 3.238
H -1.262 1.616 5.676
H -0.248 0.191 5.382
H 0.704 3.023 5.586
H 1.668 1.542 5.479
H 2.056 2.452 3.224
H 0.091 4.277 3.644
C -2.666 3.595 -1.437
C -1.667 2.654 -1.695
N -1.954 1.392 -1.976
C -3.249 1.068 -1.985
C -4.235 2.024 -1.805
N -3.951 3.298 -1.550
C -3.580 -0.373 -2.120
C -4.640 -0.810 -2.910
C -4.895 -2.172 -2.994
C -4.084 -3.040 -2.275
C -3.055 -2.514 -1.498
N -2.811 -1.211 -1.431
C -2.139 -3.388 -0.713
C -2.477 -4.690 -0.350
N -1.641 -5.485 0.306
C -0.473 -4.953 0.647
C -0.143 -3.644 0.315
N -0.959 -2.870 -0.380
C -5.992 -2.684 -3.846
C -7.221 -2.037 -3.912
C -8.213 -2.551 -4.731
N -8.069 -3.643 -5.479
C -6.891 -4.260 -5.410
C -5.837 -3.829 -4.621
H -2.403 4.597 -1.123
H -0.621 2.926 -1.599
H -5.285 1.748 -1.826
H -5.221 -0.097 -3.481
H -4.256 -4.107 -2.317
H -3.457 -5.099 -0.568
H 0.211 -5.570 1.217
H 0.798 -3.206 0.629
H -7.413 -1.153 -3.318
H -9.178 -2.058 -4.786
H -6.780 -5.148 -6.024
H -4.901 -4.371 -4.626
N 1.525 1.393 -3.629
C 2.125 1.910 -2.463
C 2.843 3.103 -2.585
C 3.356 3.675 -1.437
C 3.164 3.049 -0.218
C 2.449 1.867 -0.214
N 1.945 1.295 -1.310
C 0.746 0.242 -3.746
C -0.398 0.296 -4.557
C -1.152 -0.843 -4.718
C -0.763 -2.007 -4.064
C 0.383 -1.955 -3.292
N 1.144 -0.870 -3.146
H 1.267 2.114 -4.281
H 2.970 3.570 -3.555
H 3.879 4.622 -1.490
H 3.474 3.507 0.710
H 2.236 1.350 0.715
H -0.703 1.235 -5.002
H -2.051 -0.820 -5.322
H -1.337 -2.920 -4.135
H 0.723 -2.839 -2.766
C 5.478 -0.105 -0.687
C 5.456 -0.547 0.781
C 6.809 -1.157 1.142
C 5.272 0.695 1.658
Sb 3.595 -1.750 0.970
C 3.535 -2.358 3.091
C 2.338 -3.294 3.275
C 3.216 -1.084 3.882
C 4.798 -3.012 3.637
C 4.101 -3.602 -0.172
C 5.579 -3.879 -0.414
C 3.412 -3.383 -1.521
C 3.499 -4.844 0.477
H 6.317 0.585 -0.848
H 4.561 0.416 -0.970
H 5.607 -0.948 -1.369
H 7.567 -0.362 1.112
H 7.128 -1.926 0.446
H 6.825 -1.581 2.145
H 5.979 1.470 1.336
H 5.483 0.476 2.706
H 4.272 1.123 1.593
H 1.407 -2.864 2.895
H 2.173 -3.459 4.346
H 2.483 -4.275 2.827
H 2.314 -0.588 3.514
H 4.033 -0.362 3.872
H 3.030 -1.357 4.929
H 5.102 -3.883 3.051
H 4.618 -3.353 4.666
H 5.635 -2.314 3.670
H 6.060 -3.086 -0.983
H 5.674 -4.803 -1.003
H 6.130 -4.023 0.518
H 3.773 -2.491 -2.039
H 2.335 -3.258 -1.399
H 3.583 -4.251 -2.173
H 3.979 -5.088 1.426
H 3.640 -5.701 -0.196
H 2.428 -4.746 0.655
O -0.878 -2.100 2.680
N -2.018 -2.605 2.610
C -2.178 -3.824 3.153
C -3.445 -4.449 3.006
N -4.465 -4.978 2.894
C -1.114 -4.525 3.791
N -0.249 -5.091 4.305

Entry 3:
65
Properties=species:S:1:pos:R:3 method="wB97M-V/def2-TZVPD" relative_energy_kcal_mol=9.7 homo_energy_ev="-4.224 / -4.292" total_charge=-1 molar_mass_g_mol=820.8 spin_multiplicity=2 gap_ha="0.2178 / 0.2201"
Pb 0.262 -0.263 -0.381
C -4.492 -3.404 2.533
C -3.544 -2.550 3.082
C -2.992 -1.542 2.307
C -3.377 -1.352 0.978
C -4.328 -2.216 0.445
C -4.881 -3.234 1.212
Ge -2.475 0.074 -0.075
C -3.444 0.090 -1.816
C -4.155 1.190 -2.289
C -4.740 1.172 -3.548
C -4.604 0.060 -4.364
C -3.888 -1.040 -3.914
C -3.321 -1.021 -2.650
C -3.116 1.742 0.834
C -2.673 2.983 0.369
C -2.999 4.163 1.022
C -3.772 4.126 2.175
C -4.227 2.904 2.652
C -3.904 1.729 1.985
H -4.922 -4.198 3.132
H -3.231 -2.683 4.112
H -2.237 -0.890 2.737
H -4.642 -2.094 -0.586
H -5.614 -3.905 0.778
H -4.241 2.077 -1.671
H -5.305 2.030 -3.895
H -5.048 0.051 -5.353
H -3.753 -1.900 -4.559
H -2.754 -1.882 -2.308
H -2.052 3.022 -0.522
H -2.645 5.114 0.641
H -4.019 5.042 2.698
H -4.832 2.867 3.550
H -4.271 0.783 2.367
Cl -0.353 -2.329 -4.284
Si 0.242 -0.680 -3.134
Cl -0.572 0.919 -4.267
Cl 2.284 -0.541 -3.716
C 0.757 -3.988 1.711
C 0.108 -3.645 0.348
C -1.284 -4.308 0.305
C 0.975 -4.272 -0.772
N -0.047 -2.257 0.207
H 0.799 -5.071 1.855
H 0.166 -3.543 2.514
H 1.772 -3.586 1.751
H -1.183 -5.393 0.370
H -1.786 -4.050 -0.630
H -1.896 -3.949 1.133
H 1.069 -5.353 -0.631
H 1.973 -3.829 -0.767
H 0.519 -4.074 -1.743
N -0.189 1.152 7.882
C -0.187 1.019 6.740
C -0.156 0.873 5.321
C -0.753 1.823 4.493
C -0.648 1.658 3.123
N -0.014 0.634 2.558
C 0.539 -0.280 3.351
C 0.503 -0.208 4.732
H -1.289 2.659 4.919
H -1.093 2.376 2.444
H 1.029 -1.106 2.846
H 0.962 -0.966 5.350